[1]
C51H43InN6O4P2S | the ωB97M-V functional and the def2-TZVPD basis

Energy above the lowest of the compared OMol25 structures with the same formula, charge and spin (eV): 0.211
Total charge: 0
HOMO level (eV): -7.38

Geometry as XYZ:
```
108
C51H43InN6O4P2S | the Open Molecules 2025 dataset | the ωB97M-V functional and the def2-TZVPD basis
In 1.4172 0.1392 0.7837
C 2.8599 -2.8348 1.3214
P 2.5957 -2.0977 -0.3537
C 1.9616 -3.6097 -1.1663
C 0.6769 -4.0243 -0.8057
C 0.1682 -5.2249 -1.2743
C 0.9295 -6.0165 -2.1226
C 2.2071 -5.6135 -2.4793
C 2.7273 -4.4195 -1.9999
C 4.2087 -1.7355 -1.1005
C 4.3411 -1.6471 -2.4881
C 5.5480 -1.2667 -3.0507
C 6.6199 -0.9243 -2.2381
C 6.4779 -0.9548 -0.8601
C 5.2801 -1.3651 -0.2968
C 1.5583 -2.7049 2.0577
C 0.8493 -3.5979 2.8318
C -0.2651 -2.8933 3.3566
C -0.1870 -1.6041 2.8756
C -1.0212 -0.3885 3.1582
P -1.2859 0.4769 1.5473
C -2.9367 -0.2113 1.1515
C -4.1114 0.3905 1.5982
C -5.3292 -0.2511 1.4325
C -5.3840 -1.4983 0.8248
C -4.2201 -2.0939 0.3619
C -3.0018 -1.4511 0.5190
C -1.6669 2.2250 1.8783
C -1.6372 2.8499 3.1181
C -1.8912 4.2107 3.2144
C -2.1760 4.9577 2.0818
C -2.2029 4.3425 0.8375
C -1.9446 2.9864 0.7403
N 0.9221 -1.4922 2.0823
H 3.6249 -2.2719 1.8511
H 3.1824 -3.8714 1.2422
H 0.0864 -3.4166 -0.1281
H -0.8201 -5.5473 -0.9724
H 0.5259 -6.9479 -2.4985
H 2.8072 -6.2369 -3.1297
H 3.7353 -4.1351 -2.2652
H 3.4936 -1.8607 -3.1290
H 5.6513 -1.2264 -4.1277
H 7.5589 -0.6187 -2.6812
H 7.2858 -0.6501 -0.2085
H 5.1955 -1.3898 0.7743
H 1.0998 -4.6332 3.0053
H -1.0281 -3.2809 4.0146
H -0.4688 0.2923 3.8096
H -1.9692 -0.6589 3.6194
H -4.0704 1.3550 2.0885
H -6.2383 0.2142 1.7922
H -6.3341 -2.0041 0.7078
H -4.2625 -3.0644 -0.1165
H -2.0853 -1.9159 0.1724
H -1.4146 2.2795 4.0106
H -1.8685 4.6975 4.1814
H -2.3687 6.0195 2.1625
H -2.4154 4.9227 -0.0519
H -1.9582 2.4896 -0.2258
C -6.7095 0.2729 -2.7352
C -5.5430 0.9886 -3.3588
C -4.7054 1.8085 -2.6111
C -3.6522 2.4925 -3.2027
C -3.3992 2.3390 -4.5607
N -2.3459 3.0027 -5.2333
C -1.1394 3.4906 -4.7895
O -0.6070 4.4282 -5.3471
N -0.5275 2.9124 -3.6812
C -0.4771 1.5919 -3.2307
C -0.8393 0.4693 -3.9738
C -0.7206 -0.7838 -3.3974
C -0.2064 -0.9011 -2.1178
N 0.1873 0.1643 -1.4237
C 0.0399 1.3701 -1.9577
C -4.2377 1.5268 -5.3184
C -5.2955 0.8664 -4.7228
H -6.6685 0.3331 -1.6510
H -6.7203 -0.7788 -3.0259
H -7.6497 0.7171 -3.0697
H -4.8847 1.9229 -1.5470
H -3.0410 3.1594 -2.6093
H -2.5837 3.3726 -6.1393
H 0.1854 3.5135 -3.2961
H -1.1916 0.5643 -4.9895
H -1.0077 -1.6693 -3.9475
H -0.0746 -1.8634 -1.6401
H 0.3742 2.2077 -1.3553
H -4.0550 1.4160 -6.3814
H -5.9429 0.2393 -5.3248
N 2.9968 2.6616 -0.6883
C 2.4160 1.7875 -0.2085
O 4.7930 -1.1190 3.5101
S 4.6726 0.2643 3.1308
O 5.7758 0.8384 2.4190
N 3.2402 0.5016 2.3427
C 2.4188 1.2442 3.0690
O 1.2688 1.5533 2.6793
C 2.9617 1.6804 4.3800
C 2.3334 2.4310 5.3568
C 3.0551 2.7416 6.5017
C 4.3734 2.3241 6.6555
C 4.9961 1.5597 5.6749
C 4.2590 1.2441 4.5556
H 1.3140 2.7670 5.2193
H 2.5907 3.3269 7.2848
H 4.9202 2.5952 7.5486
H 6.0208 1.2265 5.7736
```

***

[2]
C51H43N3O6P2Pd | the ωB97M-V functional and the def2-TZVPD basis

Total charge: 0
HOMO level (eV): -7.16

Geometry as XYZ:
```
106
C51H43N3O6P2Pd | the Open Molecules 2025 dataset | the ωB97M-V functional and the def2-TZVPD basis
C -1.8388 6.8768 1.2792
C -2.1639 6.7205 -0.0706
C -2.8327 5.5748 -0.5044
C -3.0742 4.5694 0.4236
O -3.4412 3.2829 -0.0113
P -2.6038 2.3185 -1.0132
O -3.7331 1.1948 -1.3285
C -5.1010 1.1663 -1.0154
C -6.0028 1.2352 -2.0764
C -7.3707 1.2250 -1.7888
C -7.8124 1.1278 -0.4652
C -6.8855 1.0266 0.5780
C -5.5134 1.0393 0.3084
O -2.5563 3.2296 -2.3630
C -2.7497 2.8297 -3.6857
C -3.1826 3.8080 -4.5816
C -3.4745 3.4232 -5.8932
C -3.3090 2.0922 -6.2869
C -2.8281 1.1454 -5.3799
C -2.5464 1.5098 -4.0594
Pd -0.6173 1.5726 -0.2785
P -0.3448 1.7256 1.9642
O -0.0450 3.2342 2.5207
C 0.3243 3.7275 3.7861
C 1.4553 4.5354 3.8595
C 1.9637 4.8544 5.1203
C 1.2864 4.4425 6.2701
C 0.0882 3.7325 6.1664
C -0.4272 3.4046 4.9093
O -1.5437 1.1734 2.9248
C -1.4693 0.0353 3.7507
C -1.7729 0.1988 5.0976
C -1.4504 -0.8338 5.9833
C -0.9147 -2.0306 5.5045
C -0.7171 -2.2056 4.1324
C -1.0062 -1.1711 3.2388
O 0.9156 0.8940 2.5712
C 2.1882 1.3682 2.9070
C 2.6309 1.1079 4.2027
C 3.8412 1.6738 4.6043
C 4.5910 2.4316 3.7032
C 4.1568 2.6102 2.3878
C 2.9432 2.0604 1.9715
C 1.0855 0.7348 -1.2871
C 1.1635 1.8367 -2.3091
C 1.5096 3.1371 -1.8967
C 1.5291 4.1928 -2.8129
C 1.1963 3.9615 -4.1526
C 0.8315 2.6754 -4.5672
C 0.8382 1.6082 -3.6625
C 0.6399 -0.5584 -1.5646
C 0.7131 -1.7112 -0.6247
C -2.8537 4.7418 1.7882
C -2.1937 5.8968 2.2093
H -1.3215 7.7785 1.6122
H -1.9098 7.4937 -0.7975
H -3.1450 5.4619 -1.5411
H -5.6182 1.2958 -3.0952
H -8.0837 1.2934 -2.6109
H -8.8848 1.1342 -0.2451
H -7.2215 0.9387 1.6116
H -4.7751 0.9370 1.1025
H -3.2973 4.8337 -4.2325
H -3.8339 4.1731 -6.5995
H -3.5499 1.7897 -7.3107
H -2.6673 0.1101 -5.6814
H -2.1550 0.7831 -3.3446
H 1.9334 4.8538 2.9344
H 2.8901 5.4286 5.1925
H 1.6928 4.6827 7.2573
H -0.4637 3.4246 7.0558
H -1.3903 2.9102 4.7932
H -2.2189 1.1313 5.4401
H -1.6257 -0.6889 7.0494
H -0.6469 -2.8312 6.1993
H -0.3221 -3.1445 3.7444
H -0.8703 -1.2927 2.1640
H 2.0079 0.5008 4.8618
H 4.1873 1.5112 5.6270
H 5.5299 2.8852 4.0295
H 4.7522 3.1782 1.6717
H 2.5773 2.1637 0.9468
H 1.7652 0.8299 -0.4268
H 1.7183 3.3125 -0.8367
H 1.8086 5.1913 -2.4712
H 1.1999 4.7896 -4.8665
H 0.5476 2.4981 -5.6060
H 0.5617 0.6037 -3.9881
H 0.3083 -0.8030 -2.5685
H 1.3243 -1.4768 0.2669
H -0.3140 -1.9428 -0.2941
H -3.1719 3.9704 2.4906
H -1.9691 6.0219 3.2713
C -1.1598 -5.7000 -1.9297
C -0.8214 -4.4470 -1.4006
C 0.5388 -4.1606 -1.3570
C 1.5434 -5.0891 -1.6754
C 1.1981 -6.3697 -2.1379
C -0.1640 -6.6211 -2.3221
N 2.7732 -4.4587 -1.5141
N 2.5504 -3.1975 -1.1779
N 1.2189 -2.9677 -1.1508
H -2.2156 -5.9652 -2.0412
H -1.5146 -3.7036 -1.0170
H 2.0029 -7.0789 -2.3501
H -0.4855 -7.5619 -2.7758
```

***

| no. | DFT total energy (a.u.) | HOMO-LUMO gap (eV) |
| --- | --- | --- |
| 1 | -3869.8703 | 7.6 |
| 2 | -3395.6151 | 7.4 |